(1)
{"formula": "C5H15N6", "method": "ωB97M-V/def2-TZVPD", "species": ["C", "C", "C", "C", "C", "N", "N", "N", "N", "N", "N", "H", "H", "H", "H", "H", "H", "H", "H", "H", "H", "H", "H", "H", "H", "H"], "xyz": [[2.712, 2.085, 0.713], [3.189, 0.521, -1.029], [-4.352, -1.071, -0.265], [-0.782, 0.438, -1.251], [0.244, -1.316, 1.740], [-3.902, 2.281, -0.381], [-3.939, 1.201, -0.080], [2.333, 1.184, -0.082], [-3.763, 0.121, 0.370], [-0.685, -0.438, -0.208], [0.282, -0.472, 0.575], [3.690, 2.515, 0.847], [2.024, 2.235, 1.458], [4.059, 1.191, -1.065], [3.375, -0.384, -0.554], [2.549, 0.413, -1.925], [-5.420, -0.759, -0.490], [-3.683, -1.370, -1.083], [-4.288, -1.790, 0.517], [-0.039, 1.170, -1.425], [-0.860, -0.265, -2.085], [-1.756, 0.953, -1.191], [-0.747, -1.592, 2.030], [0.624, -2.281, 1.425], [0.782, -0.822, 2.554], [1.173, 0.154, 0.377]], "total_charge": 1, "homo_energy_ev": -12.34, "e_lumo_ev": -4.6, "relative_energy_kcal_mol": 110.60, "mol_weight_da": 159.22}

(2)
{"formula": "C4H8N3O", "method": "ωB97M-V/def2-TZVPD", "species": ["C", "C", "C", "C", "N", "N", "N", "O", "H", "H", "H", "H", "H", "H", "H", "H"], "xyz": [[3.290, -0.578, 0.684], [-0.617, 1.736, 0.037], [2.178, 0.178, 0.029], [-1.185, -0.402, -0.976], [0.779, 2.075, -0.299], [1.697, 1.307, -0.090], [-0.737, 0.269, 0.176], [2.699, -0.760, -0.649], [4.248, -0.052, 0.657], [3.133, -1.232, 1.487], [-0.875, 2.206, 0.985], [-1.327, 2.130, -0.661], [-0.851, -0.049, -1.910], [-1.029, -1.552, -0.883], [-2.322, -0.243, -0.990], [-1.492, 0.185, 0.868]], "total_charge": 1, "s_squared": 2.01, "homo_energy_ev": [-13.26, -14.04], "e_lumo_ev": [-4.2, -8.0], "relative_energy_kcal_mol": 83.07, "spin_multiplicity": 3, "mol_weight_da": 114.13}

(3)
{"formula": "C6H12AlN2OP", "method": "ωB97M-V/def2-TZVPD", "species": ["C", "C", "C", "C", "C", "Al", "P", "H", "H", "H", "H", "H", "H", "H", "H", "N", "C", "N", "O", "H", "H", "H", "H"], "xyz": [[-0.268, 1.184, -2.060], [-0.553, 0.685, -3.317], [-0.918, -0.639, -3.596], [-1.124, -1.619, -2.606], [-1.013, -1.435, -1.230], [-0.144, 0.106, -0.440], [-0.034, 2.288, 0.844], [-0.190, 2.281, -2.050], [-0.542, 1.347, -4.198], [-1.027, -0.942, -4.644], [-1.333, -2.306, -0.625], [-1.430, -2.611, -3.006], [-1.003, 2.288, 1.931], [-0.262, 3.515, 0.133], [1.209, 2.524, 1.565], [1.497, -1.899, 2.747], [0.906, -0.725, 2.471], [0.795, 0.173, 3.467], [0.488, -0.553, 1.250], [1.830, -2.120, 3.694], [1.553, -2.525, 1.976], [0.397, 1.100, 3.335], [1.167, -0.116, 4.361]], "homo_energy_ev": [-5.12, -5.12], "e_lumo_ev": [-0.4, -0.4], "relative_energy_kcal_mol": 0.00, "mol_weight_da": 186.13}

(4)
{"formula": "C2H6OS", "method": "ωB97M-V/def2-TZVPD", "species": ["C", "C", "O", "H", "H", "H", "H", "S", "H", "H"], "xyz": [[0.660, -1.460, -1.165], [-0.158, -0.662, -0.225], [0.357, -0.369, 0.861], [1.147, -0.582, -1.738], [1.448, -1.945, -0.551], [0.363, -2.299, -1.876], [-1.173, -0.338, -0.511], [-1.282, 2.832, 1.376], [-1.508, 2.026, 2.347], [0.146, 2.797, 1.482]], "homo_energy_ev": -9.51, "e_lumo_ev": 0.9, "smiles": "CC=O.S", "relative_energy_kcal_mol": 14.84, "mol_weight_da": 78.14}